1.
Computed, not measured: an isolated ion of composition C2F2IO2 and charge -1 in a non-equilibrium geometry, with wB97M-V/def2-TZVPD.

```
! wB97M-V def2-TZVPD RIJCOSX def2/J DEFGRID3
* xyz -1 1
O -0.33842 -1.41737 1.15128
C -0.57099 -0.74862 0.13464
O -1.18110 -0.66006 -0.92141
C 0.71686 0.51580 0.11839
F 0.31649 1.47688 -0.82465
F 0.72968 1.20787 1.28214
I 2.73542 -0.10038 -0.24331
*
```

HOMO level ... -4.40 eV
HOMO-LUMO gap ... 7.331 eV



2.
Computed, not measured: the molecule C2F2N2S2 in a non-equilibrium geometry, with wB97M-V/def2-TZVPD.

```
! wB97M-V def2-TZVPD RIJCOSX def2/J DEFGRID3
* xyz 0 1
C 0.68612 -0.08896 -0.36723
C -0.16369 0.67279 0.39555
N 0.64137 -1.31958 -0.64567
N -0.38456 1.82571 0.65857
F 1.74855 0.56601 -0.92529
F -1.64773 -2.17847 0.10640
S -0.75423 3.14777 1.28039
S -0.12582 -2.62526 -0.50271
*
```

HOMO level ... -8.59 eV
HOMO-LUMO gap ... 7.428 eV



3.
Computed, not measured: the molecule C2F3IS in a non-equilibrium geometry, with wB97M-V/def2-TZVPD.

```
! wB97M-V def2-TZVPD RIJCOSX def2/J DEFGRID3
* xyz 0 1
C 0.31423 -0.47157 -0.30564
C -0.54661 0.52385 -0.06589
F 1.28999 -0.80964 0.45262
F 0.39338 -0.98354 -1.53972
F -1.72162 0.96525 -0.54635
S 1.17637 0.28855 3.87608
I -0.55491 0.65195 2.48952
*
```

HOMO level (spin up / spin down) ... -8.61 / -8.58 eV
HOMO-LUMO gap (spin up / spin down) ... 6.479 / 6.354 eV



4.
Computed, not measured: C2F3NO5PtS2 as an isolated structure in a non-equilibrium geometry, with wB97M-V/def2-TZVPD.

```
! wB97M-V def2-TZVPD RIJCOSX def2/J DEFGRID3
* xyz -1 4
O 1.28050 -3.37379 -1.05038
C 1.51580 -2.64857 -0.04389
O 2.53507 -2.23957 0.46737
Pt -0.71269 -3.01883 -0.95518
N 0.32410 0.46889 0.60198
S -0.18751 -0.75093 1.48735
O -1.67336 -0.78817 1.61801
O 0.15740 -2.27306 0.45917
S -0.61607 1.01024 -0.66662
O 0.27662 1.10074 -1.87722
C -0.69246 2.79679 -0.10369
F -1.31331 2.87982 1.06823
F 0.50358 3.35737 0.00004
F -1.39767 3.47906 -1.00516
*
```

HOMO level (spin up / spin down) ... -4.19 / -6.04 eV
⟨S²⟩ ... 3.76
HOMO-LUMO gap (spin up / spin down) ... 7.203 / 7.245 eV



5.
Computed, not measured: a 2-piece molecular cluster, C2FNO2 overall in a non-equilibrium geometry, with wB97M-V/def2-TZVPD.

```
! wB97M-V def2-TZVPD RIJCOSX def2/J DEFGRID3
* xyz 0 1
C -1.29403 -0.04298 0.06603
C 1.60112 -0.02055 0.00252
N 0.68554 0.34294 0.66108
O -1.59549 -0.94717 -0.55663
O 2.58453 -0.38806 -0.45076
F -1.98166 1.05582 0.27776
*
```

HOMO level (spin up / spin down) ... -10.80 / -10.80 eV
HOMO-LUMO gap (spin up / spin down) ... 8.820 / 8.821 eV



6.
Computed, not measured: a 2-piece molecular cluster, C2FNO2 overall in a non-equilibrium geometry, with wB97M-V/def2-TZVPD.

```
! wB97M-V def2-TZVPD RIJCOSX def2/J DEFGRID3
* xyz 0 1
O 0.87166 -1.32642 0.31111
C 1.34333 -0.33186 -0.00188
O 1.82735 0.62117 -0.40643
N -0.92041 1.24781 0.37500
C -1.46020 0.32011 0.00252
F -2.10074 -0.73040 -0.26981
*
```

HOMO level ... -12.78 eV
HOMO-LUMO gap ... 13.069 eV